# C34H85Br2NO16

A cluster of 12 separate species, C34H85Br2NO16 in total (ωB97M-V/def2-TZVPD, the Open Molecules 2025 dataset).

Structure (XYZ):
```
138
Properties=species:S:1:pos:R:3:forces:R:3:mulliken_charge:R:1
H 2.540546 2.185038 3.570501 -0.0166 0.0108 -0.0546 0.319
N 3.184046 2.488920 2.837718 0.1030 -0.1037 0.0949 -0.859
C 2.677191 2.262532 1.699619 -0.0458 -0.0552 0.3143 -0.462
C 3.400724 2.619641 0.440724 0.0759 -0.1127 0.0254 -1.292
C 2.895262 1.885822 -0.793959 -0.0437 0.2184 0.1388 1.977
C 3.430026 0.457496 -0.774405 -0.1200 0.2323 -0.1586 -1.610
O 2.916751 -0.237068 0.356637 -0.0223 -0.2727 -0.0694 -0.077
O 4.003220 -0.594638 1.212017 0.0053 -0.0231 0.1667 -0.375
O 3.544166 2.466443 -1.942605 0.1140 -0.3755 0.0722 -0.461
C 2.710349 2.317041 -2.996276 0.2053 0.4008 -0.3444 0.552
O 3.060285 2.185801 -4.127743 -0.0267 0.1742 0.0385 -0.608
O 1.447259 2.402218 -2.580052 -0.2443 -0.7753 0.3701 -0.501
C 1.352581 2.017198 -1.146329 0.3001 0.3079 -0.7504 2.126
C 0.503851 0.721083 -1.166846 -0.2229 0.2285 0.5581 -0.925
C -0.526723 0.511528 -0.024693 0.2456 -0.3039 -0.0398 -0.965
C -0.273818 -0.715223 0.861160 -0.1657 0.1704 -0.0628 -0.871
Br -0.008210 -0.250769 2.747110 0.1861 0.1093 0.1419 -0.280
C 0.621331 3.188485 -0.508390 -0.2002 -0.0118 -0.1706 -1.338
C 1.199834 4.578847 -0.807312 -0.1363 0.1692 0.4198 -1.192
C 1.412870 5.330266 0.501989 0.1695 -0.1934 -0.1357 -0.306
Br 2.798703 6.674580 0.363016 0.0946 0.2725 -0.1121 -0.217
H 1.710535 1.777339 1.613783 -0.2116 -0.0861 -0.0516 0.587
H 3.407103 3.698385 0.289856 -0.0758 0.0208 -0.0216 0.218
H 4.439458 2.330298 0.599759 0.1438 0.1407 -0.0942 0.646
H 3.168333 -0.058429 -1.696280 -0.1008 -0.2665 0.0760 0.011
H 4.512806 0.515496 -0.724151 0.0981 -0.0499 0.1112 0.645
H 3.807660 -0.070497 2.006602 0.0335 0.0639 -0.0576 0.343
H 1.130625 -0.155406 -1.236668 0.2188 -0.1771 -0.1241 -0.001
H -0.031832 0.768030 -2.110601 -0.0653 0.0425 -0.0556 0.654
H -0.607037 1.382814 0.610705 -0.0754 0.1630 0.0511 0.450
H -1.512299 0.367259 -0.460748 -0.0971 0.0810 -0.0460 0.405
H -1.138684 -1.366320 0.882728 -0.0320 -0.0611 -0.0267 0.565
H 0.616836 -1.260905 0.589751 0.1813 -0.0846 -0.0524 0.422
H 0.539287 3.049877 0.565060 0.0083 -0.0360 0.1028 0.407
H -0.400406 3.127149 -0.884691 -0.0850 0.0485 -0.0130 0.856
H 2.145042 4.527609 -1.338346 0.0095 -0.0707 -0.1528 0.563
H 0.493675 5.133787 -1.418327 0.1357 0.0771 -0.2578 0.328
H 1.778958 4.665553 1.272698 -0.1324 0.1130 0.2346 -0.247
H 0.522950 5.840121 0.849704 -0.0921 -0.0113 0.0890 0.553
C 7.766522 -2.647314 2.390508 -0.0018 0.0153 -0.0897 -0.969
C 7.616640 -1.140079 2.485113 -0.0807 -0.0143 -0.0206 -0.230
O 7.128148 -0.565350 1.281128 -0.0098 -0.0794 0.0042 -0.480
H 8.435364 -2.909258 1.570368 0.0166 -0.0045 0.0096 0.257
H 8.169004 -3.060804 3.316437 -0.0035 0.0083 0.0155 0.341
H 6.799751 -3.118847 2.199438 -0.0057 -0.0052 0.0301 0.294
H 8.582798 -0.669943 2.664881 0.0090 0.0117 0.0236 0.289
H 6.958337 -0.879350 3.322522 0.0408 0.0154 0.0297 0.245
H 6.257035 -0.939220 1.102875 -0.0342 0.0898 -0.0300 0.263
C 0.309864 1.960970 6.501346 0.0020 0.0313 -0.0801 -0.717
C -1.127843 2.438063 6.404677 0.0221 -0.0341 -0.0414 -0.332
O -1.473305 2.836345 5.083808 0.0364 -0.0252 0.0454 -0.465
H 0.990957 2.745400 6.166950 0.0068 0.0103 0.0221 0.074
H 0.566584 1.687303 7.525474 -0.0029 -0.0047 0.0071 0.372
H 0.467613 1.084616 5.866683 -0.0059 -0.0160 0.0299 0.187
H -1.282808 3.318503 7.027519 -0.0083 0.0052 0.0217 0.306
H -1.811257 1.656814 6.755292 0.0005 0.0186 0.0382 0.319
H -1.356009 2.070768 4.512044 -0.0087 -0.0114 -0.1384 0.226
C 1.754447 6.925158 5.261390 0.0650 -0.0003 -0.0847 -1.204
C 1.050099 5.858425 4.444885 0.0616 -0.0336 0.0956 0.120
O 1.938763 5.173907 3.568712 -0.0849 -0.0065 0.1000 -0.392
H 2.241615 7.644340 4.602659 -0.0087 0.0159 0.0034 0.289
H 1.049367 7.456879 5.901738 -0.0147 -0.0089 0.0070 0.385
H 2.522062 6.479254 5.898546 -0.0187 -0.0014 0.0276 0.342
H 0.294008 6.307599 3.801452 -0.0328 -0.0053 -0.0009 0.295
H 0.543496 5.143173 5.102526 -0.0651 0.0160 -0.0396 -0.095
H 2.625321 4.748108 4.093047 0.0671 -0.0069 -0.0950 0.255
C -4.799160 -1.741664 3.209299 -0.0185 -0.0579 -0.1180 -0.648
C -3.558851 -1.064882 2.659214 -0.0492 0.0412 -0.0674 -0.072
O -3.554923 -0.998263 1.238049 0.0460 -0.0712 -0.0750 -0.493
H -4.895234 -2.749835 2.802329 0.0001 -0.0066 0.0124 0.252
H -4.760243 -1.804601 4.298607 0.0122 0.0156 0.0037 0.384
H -5.688002 -1.176318 2.927491 -0.0021 0.0283 0.0335 -0.195
H -2.665299 -1.627126 2.928135 0.0120 0.0086 0.0573 0.368
H -3.457375 -0.056818 3.077409 0.0151 -0.0216 0.0535 0.126
H -4.319800 -0.475555 0.962363 -0.0886 0.1008 0.1038 0.262
C 3.776542 9.656208 -2.506201 0.0190 0.0728 0.0282 -0.970
C 2.429303 10.029974 -1.918449 0.0312 0.0628 -0.0748 -0.048
O 2.358789 11.407474 -1.556918 0.0071 -0.0467 0.0049 -0.537
H 4.572777 9.883474 -1.796922 0.0047 -0.0233 0.0103 0.248
H 3.816365 8.593211 -2.747203 -0.0162 -0.0082 0.0021 0.282
H 3.971090 10.221144 -3.421468 -0.0110 -0.0305 -0.0231 0.382
H 2.251282 9.471028 -1.002186 -0.0451 0.0044 0.0293 0.102
H 1.624944 9.787734 -2.621897 -0.0060 -0.0544 0.0201 0.238
H 2.504050 11.930479 -2.351164 0.0058 0.0137 0.0149 0.300
C 3.435852 -3.474708 -4.086561 0.1477 0.2244 0.1251 -1.037
C 2.263384 -2.733460 -3.482450 -0.1307 0.0037 -0.0894 -0.176
O 2.507542 -1.336162 -3.295883 0.0729 -0.0447 -0.0727 -0.337
H 4.329483 -3.363893 -3.470071 -0.0176 -0.0083 0.0258 0.354
H 3.206173 -4.532896 -4.186642 0.0053 -0.0111 -0.0119 0.230
H 3.666621 -3.087084 -5.080654 -0.0156 -0.0542 -0.0420 0.282
H 2.031782 -3.123821 -2.491634 -0.0216 0.0134 0.0157 0.301
H 1.384623 -2.875673 -4.115610 -0.0610 -0.0280 0.0779 0.141
H 2.708387 -0.943598 -4.152866 -0.0030 0.0381 0.0225 0.202
C -8.104791 1.155177 0.187289 0.0809 0.0111 -0.0481 -1.243
C -7.292832 0.625506 1.350560 0.0407 0.0960 -0.0443 0.179
O -5.890818 0.875560 1.184090 0.0222 -0.0575 -0.0188 -0.417
H -7.770064 0.701910 -0.746185 -0.0216 -0.0222 -0.0005 0.323
H -9.162351 0.931393 0.326637 -0.0048 -0.0095 0.0185 0.318
H -7.992911 2.238397 0.093323 -0.0374 0.0062 0.0232 0.365
H -7.401905 -0.452187 1.428033 0.0093 -0.0262 0.0089 -0.029
H -7.636919 1.066596 2.290867 -0.0025 -0.0420 0.0226 0.264
H -5.754243 1.826395 1.130635 0.0192 -0.0065 -0.0045 0.213
C -8.270949 -3.923829 3.001146 -0.0496 0.0856 -0.1031 -0.913
C -8.636837 -2.490732 3.329437 -0.1075 -0.0114 0.0321 -0.118
O -9.224886 -1.806971 2.220751 0.0003 -0.0415 0.0251 -0.491
H -7.580754 -3.962337 2.159917 -0.0057 -0.0189 0.0581 0.143
H -7.803992 -4.409836 3.859710 -0.0128 0.0059 0.0195 0.339
H -9.162424 -4.496093 2.728810 -0.0028 -0.0181 0.0532 0.397
H -7.743140 -1.922401 3.583219 -0.0062 0.0376 0.0171 0.099
H -9.316489 -2.444386 4.187185 0.0477 -0.0040 0.0382 0.330
H -10.040791 -2.263014 1.992537 0.0177 -0.0041 -0.0325 0.281
C 4.705951 -7.772008 -7.274439 0.0733 0.0961 0.0364 -1.228
C 3.587665 -6.961022 -6.650778 0.0490 -0.0546 -0.0772 0.069
O 3.913713 -5.576282 -6.532482 -0.1768 -0.1264 -0.0781 -0.428
H 5.619305 -7.666629 -6.689233 0.0023 -0.0215 0.0078 0.311
H 4.441458 -8.828556 -7.324265 -0.0218 -0.0031 -0.0005 0.355
H 4.914053 -7.426041 -8.289417 -0.0196 -0.0260 -0.0177 0.346
H 3.390622 -7.300887 -5.633871 -0.0238 -0.0039 0.0057 0.334
H 2.665731 -7.084515 -7.232119 0.0050 -0.0240 0.0490 0.037
H 4.086777 -5.237203 -7.417081 0.0319 0.0443 0.0255 0.259
C -0.442843 -5.953816 -7.290842 0.0190 -0.0473 0.0723 -1.050
C -0.105330 -4.768887 -6.405313 0.1057 -0.0111 -0.0137 -0.182
O 0.747405 -5.121473 -5.323557 -0.0453 -0.1253 -0.0522 -0.445
H -0.914960 -6.742445 -6.704513 -0.0164 0.0004 -0.0042 0.242
H -1.119439 -5.662652 -8.095307 -0.0001 0.0160 -0.0079 0.379
H 0.461930 -6.367613 -7.742829 -0.0171 0.0246 -0.0308 0.236
H -1.007589 -4.365001 -5.947497 -0.0160 0.0230 -0.0079 0.338
H 0.353838 -3.971221 -7.000612 -0.0411 0.0275 -0.0027 0.242
H 1.576134 -5.453329 -5.689354 0.0729 0.1374 -0.0004 0.201
C -5.016316 -7.136085 0.199296 0.0342 0.0893 0.0342 -1.088
C -6.342275 -6.552348 0.648238 0.0126 0.0216 -0.0700 -0.243
O -6.333823 -5.128194 0.659273 0.0734 -0.0795 -0.1097 -0.444
H -4.210402 -6.786013 0.844358 0.0029 -0.0158 0.0114 0.287
H -5.039740 -8.226112 0.227983 -0.0150 -0.0086 -0.0037 0.349
H -4.784962 -6.828867 -0.823141 -0.0120 -0.0293 -0.0153 0.320
H -6.564548 -6.849385 1.672648 -0.0228 -0.0100 0.0088 0.264
H -7.153103 -6.917952 0.008801 -0.0220 -0.0284 0.0400 0.295
H -6.152509 -4.822762 -0.235429 0.0300 0.0383 0.0251 0.246
```
Positions in Å, forces in eV/Å.

As for the SMILES: [H]/N=C/C[C@]1(COO)OC(=O)OC1(CCCBr)CCCBr.CCO.CCO.CCO.CCO.CCO.CCO.CCO.CCO.CCO.CCO.CCO. The value obtained for the largest force on an atom is 0.89 eV/Å. As for the calculated total energy: -210966.5827 eV. The calculation puts the LUMO energy at 0.460 eV.